1.
Formula: C4H10O2
Source: OMol25
Level of theory: ωB97M-V with the def2-TZVPD basis set

Properties
* orbital gap: 10.32 eV
* E_HOMO: -9.8 eV
* 2S+1: 1
* total energy: -308.73812 hartree
* net charge: 0
* LUMO level: 0.493 eV
* relative energy (zero: lowest compared OMol25 entry of this formula, charge and spin): 4.355 eV

Structure (XYZ):
```
16
Properties=species:S:1:pos:R:3:lowdin_charge:R:1
C 0.451 -1.789 1.061 -0.0513
C -0.102 -0.432 0.663 -0.4734
O 0.267 0.490 1.657 -0.0396
C 0.413 0.015 -0.710 -0.1284
C -0.188 1.327 -1.157 -0.3878
O -0.345 2.310 -0.266 -0.1745
H 0.089 -2.050 2.060 0.0835
H 0.140 -2.571 0.359 0.0809
H 1.545 -1.756 1.096 0.0865
H -1.207 -0.511 0.591 0.1444
H 0.048 1.370 1.292 0.0673
H 0.262 -0.752 -1.480 0.1285
H 1.492 0.210 -0.629 0.1451
H -1.508 0.898 -1.477 0.1921
H 0.065 1.612 -2.193 0.1345
H -1.422 1.629 -0.866 0.1923
```

=====

2.
Formula: C34H58EuN2O4Si
Source: OMol25
Level of theory: ωB97M-V with the def2-TZVPD basis set

Properties
* orbital gap (alpha / beta): 6.90 / 3.04 eV
* E_HOMO (alpha / beta): -9.0 / -7.5 eV
* 2S+1: 7
* total energy: -2740.30417 hartree
* net charge: +1
* LUMO level (alpha / beta): -2.101 / -4.474 eV

Structure (XYZ):
```
100
Properties=species:S:1:pos:R:3:lowdin_charge:R:1
O 0.403 -2.703 -1.634 -0.1180
O -1.116 -1.831 -3.404 -0.2426
C 1.778 -2.666 -2.328 -0.1219
C 2.754 -3.324 -1.409 -0.0499
H 1.957 -1.591 -2.463 0.1239
H 1.656 -3.161 -3.301 0.1238
H 2.804 -2.803 -0.444 0.0649
H 3.742 -3.298 -1.878 0.1037
H 2.496 -4.372 -1.220 0.0916
C -0.288 -4.061 -1.457 -0.1037
C -0.237 -4.865 -2.730 -0.0532
H -1.308 -3.793 -1.151 0.1359
H 0.253 -4.493 -0.615 0.1140
H -0.636 -4.298 -3.584 0.0699
H -0.847 -5.770 -2.623 0.1074
H 0.790 -5.184 -2.946 0.0892
C -2.533 -1.708 -3.127 -0.2122
C -0.615 -1.223 -4.614 -0.2187
C -3.287 -2.939 -3.561 -0.0506
H -2.937 -0.795 -3.591 0.1358
H -2.588 -1.594 -2.038 0.1184
H -3.206 -3.090 -4.644 0.0770
H -4.349 -2.835 -3.309 0.0972
H -2.910 -3.839 -3.058 0.0725
C -0.981 -2.002 -5.858 -0.0557
H 0.470 -1.214 -4.482 0.1136
H -0.952 -0.177 -4.671 0.1261
H -0.773 -3.076 -5.735 0.0857
H -0.385 -1.641 -6.707 0.0948
H -2.041 -1.872 -6.105 0.0816
H -0.227 -2.193 -2.285 0.0805
N 1.555 1.192 2.264 -0.0564
C 1.398 2.484 2.532 -0.3486
C 0.246 3.276 2.305 -0.0712
C -1.063 2.905 1.933 -0.3579
C 2.583 3.215 3.116 -0.0116
H 3.380 3.336 2.366 0.0941
H 3.021 2.679 3.970 0.0924
H 2.287 4.210 3.461 0.0810
C -2.048 4.045 1.718 -0.0179
H -2.879 4.019 2.441 0.0943
H -2.504 4.008 0.715 0.0708
H -1.556 5.022 1.822 0.0794
N -1.490 1.650 1.815 -0.0624
C 2.774 0.479 2.519 -0.2460
C 3.784 0.393 1.533 -0.2322
C 3.653 1.063 0.203 -0.0517
C 4.927 -0.363 1.795 -0.0527
H 5.694 -0.423 1.018 0.1155
C 5.087 -1.006 3.020 -0.0761
H 6.001 -1.573 3.220 0.1059
C 4.090 -0.926 3.990 -0.0417
H 4.194 -1.429 4.955 0.1164
C 2.935 -0.180 3.757 -0.2303
C 1.854 -0.113 4.790 -0.0434
C -2.773 1.209 2.221 -0.2395
C -3.818 0.994 1.291 -0.2285
C -3.632 1.301 -0.163 -0.0616
C -5.041 0.498 1.744 -0.0568
H -5.848 0.343 1.022 0.1111
C -5.231 0.209 3.098 -0.0779
H -6.192 -0.174 3.442 0.1033
C -4.191 0.398 4.013 -0.0445
H -4.321 0.166 5.072 0.1140
C -2.964 0.897 3.588 -0.2169
C -1.836 1.114 4.551 -0.0373
Eu -0.024 -0.325 1.246 1.6221
H 3.593 0.318 -0.608 0.0744
H 4.545 1.677 0.005 0.0972
H 2.776 1.716 0.130 0.0344
H 1.341 0.857 4.797 0.0665
H 2.299 -0.250 5.785 0.0869
H 1.096 -0.904 4.658 0.0854
H -4.254 0.626 -0.771 0.0761
H -2.589 1.196 -0.493 0.0331
H -3.955 2.326 -0.412 0.0876
H -0.883 0.675 4.209 0.0487
H -2.080 0.664 5.522 0.0839
H -1.651 2.186 4.726 0.0944
H 0.405 4.350 2.440 0.1008
C 0.213 0.719 -0.963 -0.1951
Si 0.390 2.364 -1.801 0.4287
H 1.155 0.114 -0.981 -0.0013
H -0.586 0.088 -1.419 0.0070
C 1.662 2.156 -3.169 -0.1641
C 0.993 3.840 -0.811 -0.1588
C -1.290 2.845 -2.485 -0.1730
H -1.810 1.984 -2.926 0.0196
H -1.168 3.601 -3.273 0.0457
H -1.940 3.280 -1.713 0.0239
H 2.580 1.677 -2.799 0.0299
H 1.940 3.140 -3.567 0.0457
H 1.271 1.548 -3.996 0.0203
H 1.825 3.610 -0.135 0.0217
H 0.196 4.293 -0.206 0.0253
H 1.353 4.616 -1.505 0.0484
O -0.190 -2.568 2.166 -0.1958
C 0.904 -2.905 1.602 -0.5234
O 1.710 -2.053 1.078 -0.2234
H 1.210 -3.967 1.506 0.1310
```

=====

3.
Formula: CH2BF3
Source: OMol25
Level of theory: ωB97M-V with the def2-TZVPD basis set

Properties
* orbital gap: 10.63 eV
* E_HOMO: -10.4 eV
* 2S+1: 1
* total energy: -363.63169 hartree
* net charge: 0
* LUMO level: 0.188 eV
* relative energy (zero: lowest compared OMol25 entry of this formula, charge and spin): 3.713 eV

Structure (XYZ):
```
7
Properties=species:S:1:pos:R:3:lowdin_charge:R:1
B -1.586 0.058 -0.461 -0.1534
C 2.043 -0.386 0.002 -0.0735
F 1.871 0.856 -0.244 0.0592
F 1.958 -0.401 1.373 -0.0293
F -2.046 -0.476 0.586 0.1371
H -1.817 0.933 -1.079 0.0011
H -0.423 -0.584 -0.177 0.0586
```

=====

4.
Formula: C11H12AsF13O3P
Source: OMol25
Level of theory: ωB97M-V with the def2-TZVPD basis set

Properties
* orbital gap: 7.15 eV
* E_HOMO: -4.5 eV
* 2S+1: 1
* total energy: -4527.33602 hartree
* net charge: -1
* LUMO level: 2.637 eV

Structure (XYZ):
```
41
Properties=species:S:1:pos:R:3:lowdin_charge:R:1
C 0.796 -3.593 1.794 0.0125
C 1.577 -2.682 1.977 -0.2620
C 2.628 -1.518 1.922 -0.3812
As 1.964 -0.193 0.484 0.6199
C 1.115 0.981 -0.947 -0.4022
C 0.516 2.356 -0.491 -0.1579
C -0.639 2.387 0.563 -0.3255
F -0.416 1.611 1.703 0.0474
F -0.518 3.713 1.112 0.0130
C -2.128 2.349 0.028 -0.2324
F -2.214 3.019 -1.196 0.1013
F -2.857 3.204 0.891 0.0724
C -2.943 0.999 0.071 -0.2090
F -2.803 0.273 1.250 0.1215
F -4.297 1.416 0.153 0.0727
C -2.912 0.057 -1.207 -0.2197
F -1.943 0.428 -2.153 0.0937
F -4.100 0.235 -1.928 0.1025
C -2.630 -1.478 -0.938 -0.2523
F -1.470 -1.716 -0.223 0.1159
F -2.382 -2.040 -2.201 0.1033
C -3.773 -2.345 -0.292 -0.4048
F -3.779 -2.398 1.080 0.1396
F -3.527 -3.666 -0.693 0.1023
F -5.053 -2.073 -0.697 0.1401
P 4.136 0.210 -0.274 0.4550
O 5.185 -0.103 0.787 -0.4347
O 4.458 -0.856 -1.557 -0.2610
O 4.416 1.829 -0.727 -0.2660
H 0.066 -4.341 1.413 0.0253
H 3.599 -2.007 1.643 0.0508
H 2.631 -1.027 2.936 0.0615
H 2.030 0.976 1.509 -0.0143
H 0.506 -0.609 0.916 -0.0377
H 1.883 -1.385 -0.567 -0.0252
H 0.449 0.303 -1.546 0.0471
H 1.977 1.237 -1.652 0.0556
H 1.372 2.949 -0.035 0.1266
H 0.253 2.944 -1.426 0.1256
H 3.868 -1.633 -1.492 0.0282
H 4.959 2.187 0.010 0.0522
```

=====

Q: What is the 2S+1 in the fourth record?
A: 1

=====

Q: Which value of net charge does entry 4 give?
A: -1

=====

Repeat the first record exactly.
Formula: C4H10O2
Source: OMol25
Level of theory: ωB97M-V with the def2-TZVPD basis set

Properties
* orbital gap: 10.32 eV
* E_HOMO: -9.8 eV
* 2S+1: 1
* total energy: -308.73812 hartree
* net charge: 0
* LUMO level: 0.493 eV
* relative energy (zero: lowest compared OMol25 entry of this formula, charge and spin): 4.355 eV

Structure (XYZ):
```
16
Properties=species:S:1:pos:R:3:lowdin_charge:R:1
C 0.451 -1.789 1.061 -0.0513
C -0.102 -0.432 0.663 -0.4734
O 0.267 0.490 1.657 -0.0396
C 0.413 0.015 -0.710 -0.1284
C -0.188 1.327 -1.157 -0.3878
O -0.345 2.310 -0.266 -0.1745
H 0.089 -2.050 2.060 0.0835
H 0.140 -2.571 0.359 0.0809
H 1.545 -1.756 1.096 0.0865
H -1.207 -0.511 0.591 0.1444
H 0.048 1.370 1.292 0.0673
H 0.262 -0.752 -1.480 0.1285
H 1.492 0.210 -0.629 0.1451
H -1.508 0.898 -1.477 0.1921
H 0.065 1.612 -2.193 0.1345
H -1.422 1.629 -0.866 0.1923
```